Here is a gas-phase ion, C29H26NO6S2 (charge -1) in a non-equilibrium geometry from the OMol25 dataset. Energies are from wB97M-V/def2-TZVPD.

Summary:
orbital gap	7.366	eV
structure (SMILES)	CCOC(=O)[C@@H](c1ccncc1)[C@@H](C(S(=O)(=O)c1ccccc1)=[S@](=O)([O-])c1ccccc1)c1ccccc1
net charge	-1

CARTESIAN COORDINATES (ANGSTROEM)
C (-1.73611, -4.63003, 0.32318)
C (-0.56551, -3.83966, -0.11105)
O (-0.48003, -2.73182, 0.83243)
C (0.57269, -1.98546, 0.51934)
O (1.38333, -2.41657, -0.32083)
C (0.80500, -0.63661, 1.34480)
C (2.24421, -0.88120, 2.00896)
C (3.37945, -1.01518, 1.19958)
C (4.67032, -0.79151, 1.77594)
N (4.79538, -0.59728, 3.09195)
C (3.72265, -0.56989, 3.87805)
C (2.42500, -0.78058, 3.38460)
C (0.62224, 0.64951, 0.54152)
C (-0.68647, 0.82299, -0.28547)
S (-2.14448, 1.67400, 0.29799)
O (-2.15785, 1.67011, 1.74757)
O (-2.38887, 2.90430, -0.45216)
C (-3.57811, 0.59494, -0.14776)
C (-4.53516, 1.04383, -1.06027)
C (-5.55673, 0.16847, -1.43577)
C (-5.60917, -1.11822, -0.89538)
C (-4.65009, -1.54065, 0.02227)
C (-3.63090, -0.67834, 0.41169)
S (-0.91457, 0.08392, -1.80503)
O (-1.97882, 0.76328, -2.53352)
O (-1.04284, -1.34739, -1.69061)
C (0.52647, 0.32828, -2.85528)
C (0.48751, 1.25460, -3.90313)
C (1.60630, 1.41232, -4.73454)
C (2.76148, 0.64363, -4.53024)
C (2.79084, -0.29788, -3.49688)
C (1.66466, -0.45869, -2.68206)
C (0.90962, 2.08748, 1.19820)
C (0.34029, 3.30668, 0.77299)
C (0.38735, 4.45547, 1.59057)
C (1.16702, 4.44278, 2.77085)
C (1.89486, 3.28125, 3.09447)
C (1.83644, 2.18458, 2.23602)
H (-2.02961, -5.28366, -0.49325)
H (-1.49369, -5.23947, 1.19250)
H (-2.57733, -3.99035, 0.59485)
H (0.36766, -4.38117, -0.03185)
H (-0.70099, -3.45721, -1.12032)
H (-0.01235, -0.56667, 2.10877)
H (3.30243, -1.34321, 0.15444)
H (5.57205, -0.87434, 1.13411)
H (3.87670, -0.43649, 4.94185)
H (1.54496, -0.75565, 4.00167)
H (1.36430, 0.41024, -0.19063)
H (-4.44783, 2.05150, -1.47777)
H (-6.29845, 0.52283, -2.14731)
H (-6.41302, -1.78775, -1.19369)
H (-4.68538, -2.52545, 0.46490)
H (-2.86469, -0.96914, 1.12675)
H (-0.42305, 1.81800, -4.08155)
H (1.56519, 2.13104, -5.55559)
H (3.63735, 0.77170, -5.17880)
H (3.66641, -0.92976, -3.31803)
H (1.67988, -1.23775, -1.93196)
H (-0.22321, 3.38551, -0.16194)
H (-0.14671, 5.37388, 1.30428)
H (1.29195, 5.31644, 3.41531)
H (2.60160, 3.21084, 3.94419)
H (2.50842, 1.33063, 2.39607)

These are the Mulliken partial charges, in e, on atoms 1 to 4: number 1, C, carries -1.1682; number 2, C, carries -0.0576; number 3, O, carries -0.4004; number 4, C, carries -0.2746



Here is 5 unconnected molecules or ions with the total composition C29H26O11 in a non-equilibrium geometry from the OMol25 dataset. Energies are from wB97M-V/def2-TZVPD.

Summary:
orbital gap	7.705	eV
structure (SMILES)	O=C1C=CC(=O)C=C1.O=C1C=CC(=O)C=C1.O=C1C=CC(=O)C=C1.O=C1C=CC(=O)C=C1.CCCCOC(=O)O
net charge	0

CARTESIAN COORDINATES (ANGSTROEM)
O (-0.79987, -2.70806, 3.33795)
C (-0.26724, -2.79095, 4.42751)
C (-0.86456, -2.15264, 5.62347)
C (-0.27705, -2.24047, 6.81336)
C (0.99774, -2.98242, 6.99004)
O (1.53220, -3.06396, 8.07224)
C (1.59132, -3.62135, 5.78723)
C (1.00286, -3.53276, 4.59781)
H (-1.79329, -1.61698, 5.47032)
H (-0.69210, -1.78238, 7.70178)
H (2.51972, -4.15692, 5.93774)
H (1.41491, -3.99061, 3.70764)
O (-0.89863, -1.29321, -5.31590)
C (-1.74473, -1.83969, -4.64109)
C (-2.63661, -2.87405, -5.22551)
C (-3.56710, -3.47728, -4.49176)
C (-3.75170, -3.14297, -3.05613)
O (-4.59957, -3.69834, -2.39115)
C (-2.86107, -2.11009, -2.47086)
C (-1.93033, -1.50612, -3.20755)
H (-2.48348, -3.10220, -6.27276)
H (-4.22815, -4.23296, -4.89721)
H (-3.00846, -1.87656, -1.42467)
H (-1.27218, -0.74672, -2.80200)
O (3.09292, 0.84943, -1.83557)
C (4.25375, 1.19659, -1.80893)
C (5.31510, 0.38463, -2.45338)
C (6.58962, 0.76375, -2.41884)
C (7.00334, 2.01488, -1.73481)
O (8.16343, 2.36042, -1.70373)
C (5.94028, 2.82668, -1.08980)
C (4.66589, 2.44753, -1.12520)
H (4.99082, -0.52250, -2.94727)
H (7.38045, 0.18796, -2.88221)
H (6.26375, 3.73439, -0.59669)
H (3.87463, 3.02418, -0.66302)
O (-1.44942, 2.41039, -2.58973)
C (-2.44686, 3.04580, -2.32105)
C (-2.86361, 4.20777, -3.14559)
C (-3.95419, 4.90781, -2.84622)
C (-4.80033, 4.55610, -1.67699)
O (-5.79337, 5.19637, -1.40778)
C (-4.38240, 3.39399, -0.85488)
C (-3.29195, 2.69279, -1.15439)
H (-2.23297, 4.44632, -3.99263)
H (-4.27752, 5.75913, -3.43159)
H (-5.01280, 3.15405, -0.00815)
H (-2.96840, 1.83905, -0.57296)
C (2.12897, -1.05156, 0.83242)
C (2.00032, 0.45172, 1.07971)
C (0.78484, 0.77065, 1.97325)
C (-0.42970, 0.88192, 1.06288)
O (-1.65967, 0.69892, 1.78811)
C (-2.46487, -0.26298, 1.29610)
O (-2.76319, -0.36670, 0.12279)
O (-2.94815, -1.07054, 2.26236)
H (2.56439, -1.51622, 1.71453)
H (1.17854, -1.51334, 0.58335)
H (2.82289, -1.21804, 0.01181)
H (1.84063, 0.98134, 0.14672)
H (2.91098, 0.81007, 1.55234)
H (0.95672, 1.74174, 2.43172)
H (0.64157, 0.00837, 2.73415)
H (-0.40895, 1.85162, 0.57335)
H (-0.35705, 0.13158, 0.27902)
H (-2.24109, -1.66640, 2.54632)

These are the Mulliken partial charges, in e, on atoms 1 to 4: number 1, O, carries -0.6306; number 2, C, carries 0.4246; number 3, C, carries -0.3249; number 4, C, carries -0.3687



Here is a molecular structure, C29H27BF4FeNO6S in a non-equilibrium geometry from the OMol25 dataset. Energies are from wB97M-V/def2-TZVPD.

Summary:
orbital gap (alpha / beta)	3.101 / 6.954	eV
ΔE to the lowest compared entry with this formula, charge and spin	35.70	kcal/mol
net charge	-2
2S+1	6

CARTESIAN COORDINATES (ANGSTROEM)
Fe (1.96305, 1.99152, 0.78069)
O (5.71858, 3.78163, 0.01025)
C (4.55836, 3.33538, -0.03219)
O (3.78493, 2.88833, 1.00338)
C (3.85498, 3.55172, -1.36366)
O (4.15097, 4.27209, -2.27801)
O (2.54052, 2.97486, -1.34998)
N (1.63611, 0.17651, -0.62122)
C (2.50906, -0.14443, -1.68531)
C (3.45979, -1.13374, -1.39060)
C (4.31861, -1.57418, -2.37159)
C (4.10944, -1.12347, -3.67811)
C (3.19977, -0.13922, -3.98597)
C (2.50000, 0.49680, -2.95379)
C (1.62629, 1.74771, -3.26206)
C (0.73939, 1.72324, -4.30997)
C (0.15059, 2.89953, -4.74748)
C (0.52748, 4.11798, -4.19278)
C (1.43702, 4.16553, -3.14234)
C (1.95371, 2.95248, -2.62239)
H (1.73672, -0.47374, 0.19088)
H (0.63008, 0.39913, -0.78515)
H (3.59702, -1.43568, -0.36546)
H (5.11310, -2.30816, -2.15238)
H (4.50218, -1.67321, -4.53457)
H (2.87940, -0.05429, -5.00058)
H (0.39907, 0.70523, -4.56305)
H (-0.67522, 2.91078, -5.43480)
H (-0.19078, 4.91067, -4.43750)
H (1.69165, 5.15908, -2.67793)
F (0.59514, 3.43452, 1.80670)
B (-0.65939, 2.93216, 1.16332)
F (-1.50371, 3.90419, 0.69446)
F (-1.27657, 2.05212, 2.03695)
F (-0.08453, 2.15872, 0.05502)
O (-3.93811, -1.22631, -1.49316)
S (-3.60449, -1.17743, -0.00053)
C (-5.07964, -1.18819, 0.88173)
C (-6.33143, -0.96517, 0.26669)
C (-7.46167, -1.51376, 0.86751)
C (-7.43851, -1.73792, 2.26571)
C (-6.21113, -1.76678, 2.94955)
C (-5.03543, -1.43293, 2.25840)
C (-2.84919, -2.68382, 0.30364)
C (-1.56775, -2.80402, 0.91681)
C (-1.08928, -4.06508, 1.36548)
C (-1.81181, -5.22146, 1.01749)
C (-3.04493, -5.05810, 0.36476)
C (-3.55873, -3.84397, -0.00186)
H (-6.36336, -0.56251, -0.72045)
H (-8.38956, -1.47808, 0.24369)
H (-8.37070, -1.88625, 2.76646)
H (-6.19190, -2.04997, 4.02078)
H (-4.06136, -1.46062, 2.81748)
H (-1.08065, -1.85771, 1.20488)
H (-0.17552, -4.09375, 1.97720)
H (-1.46263, -6.17833, 1.27274)
H (-3.66990, -5.91394, 0.22173)
H (-4.44648, -3.87915, -0.57292)
C (3.00395, 1.71074, 4.07712)
C (2.40398, 0.46978, 3.46318)
C (3.10909, -0.89333, 3.70995)
O (2.43043, 0.43852, 1.99343)
H (3.14609, 1.56556, 5.16554)
H (2.36241, 2.59817, 3.90375)
H (4.00279, 1.85538, 3.72936)
H (1.34414, 0.38511, 3.80623)
H (4.15319, -0.73785, 3.31603)
H (2.63136, -1.66742, 3.05182)
H (3.15386, -1.26116, 4.78698)

These are the Mulliken partial charges, in e, on atoms 1 to 4: number 1, Fe, carries 1.6597; number 2, O, carries -0.6498; number 3, C, carries 0.1816; number 4, O, carries -0.6626



Here is a molecular structure, C29H27CeN7OS6 in a non-equilibrium geometry from the OMol25 dataset. Energies are from wB97M-V/def2-TZVPD.

Summary:
orbital gap (alpha / beta)	6.074 / 6.088	eV
ΔE to the lowest compared entry with this formula, charge and spin	5.80	kcal/mol
net charge	+1
2S+1	2

CARTESIAN COORDINATES (ANGSTROEM)
Ce (0.40684, 0.51039, -1.16143)
C (-4.34162, 1.02424, -1.77808)
C (-4.46236, 2.12095, -2.61664)
C (-3.39382, 2.96449, -2.76847)
C (-2.16343, 2.63491, -2.21587)
N (-2.00273, 1.51340, -1.51733)
C (-3.09781, 0.72967, -1.23373)
C (-0.88206, 3.53052, -2.27976)
C (-0.93578, 4.90187, -2.29171)
C (0.20360, 5.63823, -2.28109)
C (1.41358, 5.01443, -2.32253)
C (1.43078, 3.65236, -2.48760)
N (0.29380, 2.91094, -2.46199)
C (2.61808, 2.83627, -2.77911)
C (3.64827, 3.46198, -3.52438)
C (4.80436, 2.68981, -3.82474)
C (4.77289, 1.33259, -3.42460)
C (3.72033, 0.79859, -2.69138)
N (2.63508, 1.55904, -2.41187)
H (-5.06402, 0.24320, -1.64383)
H (-5.43283, 2.21914, -3.08760)
H (-3.35026, 3.82055, -3.40112)
H (-2.93624, -0.02203, -0.46601)
H (-1.83625, 5.43457, -2.29479)
H (0.12776, 6.73535, -2.31275)
H (2.34471, 5.57383, -2.24728)
H (3.60452, 4.46936, -3.78696)
H (5.70920, 3.00538, -4.45505)
H (5.54422, 0.63938, -3.75121)
H (3.66771, -0.20783, -2.28279)
O (0.13629, -6.91729, -0.49107)
C (0.43933, -5.77449, -0.75390)
S (-0.45657, -4.88585, -1.96937)
C (0.06419, -3.27451, -1.56146)
C (1.13437, -3.21497, -0.75757)
S (2.02647, -1.71665, -0.40229)
S (1.77286, -4.75388, -0.07851)
S (-0.85427, -1.81471, -2.11139)
N (-2.20508, -1.57952, 2.91546)
C (-1.51700, -1.27985, 1.76881)
S (-1.11824, 0.41211, 1.57358)
N (-1.30047, -2.27763, 0.93630)
C (-1.66524, -3.63188, 1.17065)
C (-2.73370, -4.11687, 0.41207)
C (-3.10618, -5.42245, 0.56072)
C (-2.46337, -6.30732, 1.49555)
C (-1.46444, -5.77225, 2.32038)
C (-1.07747, -4.42781, 2.15570)
H (-2.34091, -0.91661, 3.60117)
H (-2.53574, -2.51832, 3.03036)
H (-0.98275, -2.06596, -0.04475)
H (-3.13220, -3.36524, -0.26696)
H (-3.92139, -5.82971, -0.16651)
H (-2.79666, -7.30607, 1.61999)
H (-1.03102, -6.33419, 3.13729)
H (-0.27120, -4.01587, 2.73930)
S (1.96665, 2.15508, 0.66353)
C (1.65120, 1.57383, 2.25575)
N (2.07561, 0.32936, 2.61003)
C (1.98616, -0.16023, 3.96680)
C (1.96151, 1.05278, 4.86541)
C (0.78633, 1.99087, 4.44000)
N (1.07425, 2.37613, 3.05734)
H (2.60817, -0.21822, 1.92683)
H (2.92703, -0.71473, 4.20220)
H (1.16424, -0.83153, 4.12327)
H (2.92481, 1.56190, 4.85903)
H (1.71384, 0.73243, 5.90718)
H (0.74853, 2.89355, 5.04099)
H (-0.10525, 1.41113, 4.47381)
H (0.87078, 3.21989, 2.57600)

These are the Mulliken partial charges, in e, on atoms 1 to 4: number 1, Ce, carries 0.6033; number 2, C, carries -0.9327; number 3, C, carries -0.6195; number 4, C, carries -0.7775